1.
Formula: C9H4Cl2IrN2O3Ti
Source: the Open Molecules 2025 dataset
Level of theory: wB97M-V/def2-TZVPD

Element x y z (Å)
Ir -0.29 0.52 -3.72
Ti 0.14 0.08 -1.32
Cl -1.75 1.17 -2.01
Cl 2.26 -0.29 -2.01
C -0.46 -1.76 -1.04
C -0.43 1.57 -5.27
C 0.62 -0.87 -4.55
O -1.02 -2.79 -1.01
O -0.46 2.05 -6.33
O 1.14 -1.69 -5.21
N 0.29 0.38 6.05
C 0.16 0.50 4.90
C 0.05 0.56 3.47
C 1.21 0.30 2.73
C 1.15 0.27 1.35
N -0.02 0.59 0.70
C -1.14 0.87 1.42
C -1.11 0.93 2.80
H 2.15 0.10 3.23
H 2.02 -0.01 0.76
H -2.07 0.99 0.85
H -2.00 1.25 3.34

Properties
- 2S+1: 6
- Calculated total energy: -69463.2621 eV
- Expectation value of S²: 8.801
- Relative energy (zero: lowest compared OMol25 entry of this formula, charge and spin): 0.0 kcal per mole
- Total charge: +4
- HOMO level (spin up / spin down): -23.88 / -23.94 eV
- Orbital gap (spin up / spin down): 6.527 / 3.386 eV


2.
Formula: F4N4S4
Source: the Open Molecules 2025 dataset
Level of theory: wB97M-V/def2-TZVPD

Element x y z (Å)
N -1.17 -1.19 0.44
N -0.14 -0.32 -1.46
N -0.25 1.13 0.76
N 1.50 -0.67 0.46
F 0.02 -0.30 2.70
F -2.19 1.19 -0.68
F 1.53 1.69 -0.91
F 1.82 -1.83 -1.63
S -1.26 -0.10 1.42
S -0.57 1.08 -0.99
S 1.28 0.76 0.84
S 0.46 -1.51 -0.52

Properties
- 2S+1: 1
- Calculated total energy: -60163.1315 eV
- HOMO level: -10.77 eV
- Orbital gap: 8.697 eV


3.
Formula: C34H37BrF4GeMnN3O7PS3
Source: the Open Molecules 2025 dataset
Level of theory: wB97M-V/def2-TZVPD

Element x y z (Å)
Mn 0.22 -0.30 -0.40
O 1.23 -4.34 -0.47
S 1.52 -3.06 0.16
O 2.06 -3.12 1.51
O 0.24 -2.22 0.15
O 1.93 -1.29 -1.82
F -5.04 -3.30 -5.71
C -4.43 -2.76 -4.63
C -5.09 -2.67 -3.43
F -6.36 -3.12 -3.33
C -4.45 -2.12 -2.33
F -5.18 -2.07 -1.19
C -3.16 -1.64 -2.38
P -2.38 -0.72 -0.92
C -3.58 0.65 -0.87
C -4.81 0.66 -0.21
C -5.64 1.77 -0.32
C -5.27 2.86 -1.08
C -4.06 2.85 -1.76
C -3.22 1.74 -1.66
C -2.84 -1.89 0.42
C -3.32 -1.48 1.66
C -3.58 -2.41 2.66
C -3.35 -3.76 2.43
C -2.84 -4.17 1.20
C -2.58 -3.24 0.21
C -2.52 -1.71 -3.61
Br -0.78 -1.04 -3.89
C -3.14 -2.28 -4.72
F -2.51 -2.38 -5.91
H -5.12 -0.19 0.37
H -6.59 1.77 0.21
H -5.92 3.73 -1.15
H -3.75 3.69 -2.36
H -2.27 1.74 -2.18
H -3.46 -0.43 1.88
H -3.95 -2.08 3.62
H -3.55 -4.49 3.21
H -2.61 -5.21 1.02
H -2.13 -3.57 -0.72
C 2.27 0.61 4.06
N 0.87 0.48 3.64
C 0.43 -0.92 3.66
C 0.24 1.37 2.87
S -1.10 0.94 1.94
N 0.60 2.68 2.93
C 1.07 3.33 4.14
C 0.10 3.61 1.94
H 2.83 -0.25 3.69
H 2.34 0.65 5.16
H 2.74 1.48 3.62
H 0.81 -1.36 4.58
H 0.84 -1.46 2.80
H -0.65 -0.97 3.63
H 1.00 2.66 4.99
H 0.42 4.19 4.34
H 2.09 3.69 4.05
H -0.06 3.10 0.99
H 0.83 4.40 1.80
H -0.85 4.06 2.26
C 3.37 1.57 -2.47
Ge 2.02 2.57 -1.45
C 2.89 3.23 0.16
C 1.77 4.25 -2.50
C 0.33 1.66 -1.43
H 4.10 2.27 -2.87
H 2.90 1.02 -3.29
H 3.88 0.85 -1.83
H 3.95 3.39 -0.08
H 2.85 2.51 0.98
H 2.46 4.18 0.47
H 2.71 4.80 -2.60
H 1.04 4.90 -2.01
H 1.39 4.03 -3.51
H 0.16 1.52 -2.51
H -0.43 2.40 -1.12
O 6.04 -0.90 2.45
S 5.54 -0.26 1.25
O 6.47 0.64 0.59
N 4.12 0.44 1.51
C 3.18 -0.15 0.75
O 1.98 0.25 0.73
C 3.65 -1.24 -0.11
C 2.81 -2.10 -0.95
C 3.63 -3.08 -1.69
C 4.96 -3.25 -1.46
C 5.72 -2.48 -0.54
C 4.99 -1.49 0.08
H 1.63 -1.89 -2.53
H 3.10 -3.72 -2.39
H 5.48 -4.02 -2.03
H 6.77 -2.64 -0.37

Properties
- 2S+1: 6
- Calculated total energy: -265205.8972 eV
- Expectation value of S²: 8.758
- Relative energy (zero: lowest compared OMol25 entry of this formula, charge and spin): 0.0 kcal per mole
- Total charge: -2
- HOMO level (spin up / spin down): -0.91 / -0.93 eV
- Orbital gap (spin up / spin down): 4.411 / 4.430 eV


4.
Formula: C5H10ClNO4S
Source: the Open Molecules 2025 dataset
Level of theory: wB97M-V/def2-TZVPD

Element x y z (Å)
C 2.17 -1.34 -0.46
C 2.48 -0.01 0.19
C 1.17 0.59 0.83
C 0.03 0.70 -0.16
C -1.29 0.86 0.46
N -2.31 1.77 0.02
O -3.24 1.80 0.79
O -2.24 2.42 -1.04
O -4.03 -0.95 -0.27
O -2.08 -1.13 -1.77
S -2.62 -1.04 -0.44
Cl -1.79 -2.65 0.64
H 3.11 -1.36 -1.02
H 2.19 -2.19 0.25
H 1.24 -1.39 -1.01
H 3.30 -0.23 0.82
H 2.92 0.59 -0.57
H 0.81 -0.06 1.59
H 1.40 1.72 1.17
H 0.23 1.58 -0.76
H 0.05 -0.27 -0.85
H -1.51 0.57 1.57

Properties
- 2S+1: 1
- Calculated total energy: -38378.5877 eV
- Relative energy (zero: lowest compared OMol25 entry of this formula, charge and spin): 45.1 kcal per mole
- HOMO level (spin up / spin down): -10.34 / -10.34 eV
- Orbital gap (spin up / spin down): 7.577 / 7.583 eV


What is the formula in the third record?
C34H37BrF4GeMnN3O7PS3